Below is a 2-piece molecular cluster, C14H16NO overall at a distorted geometry, with properties calculated with ωB97M-V/def2-TZVPD.

Structure (XYZ):
```
32
Properties=species:S:1:pos:R:3:forces:R:3
C 1.9772 0.8522 -1.5195 0.7366 -0.3831 0.1022
O 0.5971 1.2053 -1.3028 -1.1571 -0.6935 -0.1691
C -0.2888 0.2558 -1.2778 0.8769 0.4615 -0.0163
C -1.6704 0.5704 -1.4181 -0.6418 0.2787 -0.0170
C -2.6195 -0.4803 -1.5006 0.2954 0.4070 0.1834
C -3.9719 -0.1771 -1.5801 -0.1492 -0.0247 -0.0836
C -4.3988 1.1583 -1.6171 0.5135 -0.0533 -0.0264
C -3.4567 2.1985 -1.5977 0.1412 0.1418 -0.0431
C -2.1003 1.9228 -1.5027 0.0315 -0.5585 0.1546
H 2.5172 1.7951 -1.5899 -0.1076 -0.1635 0.0066
H 2.3553 0.2555 -0.6815 -0.1693 0.1748 -0.0804
H 2.0694 0.2841 -2.4513 -0.0686 0.2058 0.1543
H 0.0674 -0.7816 -1.3031 -0.0936 0.3357 -0.1298
H -2.2576 -1.5096 -1.5014 -0.2443 0.1800 0.0464
H -4.7130 -0.9754 -1.6291 0.2640 0.1975 0.0108
H -5.4618 1.3972 -1.6847 0.3396 -0.1318 0.0328
H -3.7805 3.2377 -1.6674 0.0242 -0.3330 0.0426
H -1.3399 2.7035 -1.4864 -0.3665 -0.0843 0.0057
N -0.1707 -0.3863 1.1990 -1.3169 0.4069 -1.0075
C 1.0407 -0.7793 1.7214 1.4201 -0.3446 0.4336
C 1.8222 0.1367 2.4578 -0.1262 -0.4992 -0.3632
C 3.1333 -0.1990 2.7943 -0.0904 -0.3469 -0.1501
C 3.6652 -1.4423 2.4196 -0.1886 0.0683 -0.0635
C 2.8665 -2.3731 1.7393 -0.0838 0.3051 0.2172
C 1.5481 -2.0588 1.4114 0.0747 0.6086 0.0996
H -0.8469 -1.0959 0.9348 0.1642 0.1836 0.5376
H -0.5731 0.4924 1.5034 0.0193 -0.3604 0.2046
H 1.3809 1.0920 2.7487 0.2218 -0.1916 -0.0885
H 3.7449 0.5119 3.3498 -0.1601 -0.2098 -0.1336
H 4.6971 -1.6915 2.6687 -0.3208 0.0767 -0.0579
H 3.2688 -3.3475 1.4633 -0.0846 0.2469 0.1297
H 0.8989 -2.7719 0.8997 0.2465 0.0989 0.0684
```
Positions in Å, forces in eV/Å.

Properties
E_LUMO   -5.07 eV
Frontier orbital gap   0.2251 Eh
ΔE to the lowest compared entry with this formula, charge and spin   3.6 kcal per mole
Multiplicity   1
Total charge   +1

Below is a single C14H16NO3P molecule, with properties calculated with ωB97M-V/def2-TZVPD.

Structure (XYZ):
```
35
Properties=species:S:1:pos:R:3:forces:R:3
C 2.4181 -0.7813 -3.5725 0.0554 -0.0443 0.0414
C 2.1789 -0.4297 -2.1352 -0.0276 0.0753 -0.0392
C 2.3941 0.8582 -1.6642 -0.0764 -0.1399 -0.0118
C 2.1808 1.1798 -0.3348 0.0319 0.0141 0.2868
C 1.7451 0.2013 0.5419 0.1342 -0.2465 -0.6144
C 1.5266 -1.0939 0.0914 0.0531 0.1340 0.2173
C 1.7462 -1.3996 -1.2374 0.0081 0.1201 0.0793
H 1.5731 -2.4076 -1.5855 -0.0310 -0.1175 -0.0329
H 1.1800 -1.8435 0.7859 -0.0563 -0.0670 0.0904
O 1.5088 0.4646 1.8765 -0.3082 0.6243 0.3788
P 0.9533 1.9134 2.3606 -0.3232 -0.6731 0.2430
O 1.8553 3.0557 2.3423 0.0911 0.0715 0.0302
N 0.3741 1.5111 3.8745 0.3390 0.1749 -0.5337
H 0.8896 2.0084 4.5835 -0.0071 0.0749 0.1920
H 0.3379 0.5222 4.0697 -0.0232 -0.0665 0.0138
O -0.3026 2.1761 1.4002 0.3704 0.1130 0.1415
C -1.1386 1.1629 0.9716 -0.4071 -0.5031 -0.2519
C -1.8730 0.4013 1.8648 0.1477 0.2271 0.0705
C -2.6995 -0.6032 1.3915 0.0349 -0.0337 -0.1307
C -2.8083 -0.8625 0.0323 -0.0208 0.0113 0.0469
C -2.0731 -0.0795 -0.8509 -0.0055 0.0408 0.1440
C -1.2435 0.9250 -0.3923 0.0748 0.1975 0.1463
H -0.6654 1.5252 -1.0774 0.0799 0.0649 -0.0604
H -2.1457 -0.2624 -1.9129 -0.0095 -0.0094 -0.1313
C -3.6810 -1.9685 -0.4786 0.0639 -0.0173 -0.0182
H -3.0700 -2.8255 -0.7625 -0.0363 -0.1013 -0.0336
H -4.3877 -2.2904 0.2819 -0.0774 -0.0578 0.0094
H -4.2329 -1.6470 -1.3592 -0.0848 -0.0364 -0.0551
H -3.2680 -1.1940 2.0954 -0.0728 -0.0498 0.0629
H -1.7997 0.6089 2.9207 -0.0525 0.0253 0.0982
H 2.3446 2.1806 0.0336 0.0784 0.1523 -0.0188
H 2.7316 1.6271 -2.3439 0.0329 0.0758 -0.0722
H 3.3243 -1.3796 -3.6660 0.0497 -0.0334 -0.0979
H 1.5905 -1.3674 -3.9675 -0.0317 -0.0268 -0.0965
H 2.5361 0.1137 -4.1776 0.0058 0.0269 -0.0939
```
Positions in Å, forces in eV/Å.

Properties
E_LUMO   0.71 eV
Frontier orbital gap   0.3459 Eh
ΔE to the lowest compared entry with this formula, charge and spin   0.0 kcal per mole
Multiplicity   1
SMILES   Cc1ccc(OP(N)(=O)Oc2ccc(C)cc2)cc1

Below is a 2-piece molecular cluster, C14H16O overall at a distorted geometry, with properties calculated with ωB97M-V/def2-TZVPD.

Structure (XYZ):
```
31
Properties=species:S:1:pos:R:3:forces:R:3
C -5.1288 -0.4404 -1.6327 -1.5936 1.8222 -0.4937
C -1.6412 0.3302 0.6421 0.8449 -0.8463 1.5973
C -2.6326 1.2945 0.6873 -0.1510 -0.0259 -0.5637
C -1.7659 -0.8057 -0.1188 -1.3892 0.0602 -2.5054
C -3.7493 1.1107 -0.1114 -0.5183 0.0231 0.4165
C -2.8042 -0.8666 -1.0961 1.2723 0.2936 2.1957
C -3.8888 -0.0131 -0.9170 0.3728 -0.5219 -1.2499
H -0.7844 0.3151 1.3127 -0.1827 0.4939 0.1192
H -2.6130 2.1355 1.3683 0.3160 0.0400 -0.1284
H -1.1613 -1.6955 -0.0808 0.8623 0.3256 0.1834
H -4.5491 1.8423 -0.0594 -0.1402 -0.1911 0.0497
H -2.6836 -1.5945 -1.8871 -0.7517 -0.3414 0.1525
H -5.3582 -1.4889 -1.4748 0.0275 -0.0111 -0.1928
H -5.1559 -0.1496 -2.6837 0.7445 -0.6961 -0.4433
H -6.0234 0.1681 -1.3894 0.3465 -0.4234 0.8556
C 2.5153 -2.2055 2.2747 1.2227 -0.6332 1.1173
C 2.8475 -1.3378 -0.0532 0.1046 -0.5941 0.6422
C 2.5043 -1.1105 1.2815 0.7527 0.6642 -0.7010
C 3.0132 -0.3244 -0.9662 -0.3814 1.3673 -0.9308
C 2.8633 1.0354 -0.6179 -0.6166 -0.9658 2.0726
C 2.4419 0.2215 1.6450 0.2167 0.8338 -0.0279
C 2.6182 1.2759 0.7411 0.2434 -0.3154 0.2055
O 2.8998 2.0922 -1.4686 0.2161 -0.7418 -0.3843
H 3.1103 -2.3560 -0.3191 -0.3121 -0.0208 -0.3401
H 3.1729 -0.5492 -2.0145 0.2617 -0.2008 -0.0378
H 3.5318 -2.3641 2.6936 -0.0419 0.2019 -0.5844
H 2.2852 -3.1771 1.8326 -0.5557 0.1426 0.2719
H 2.3739 0.5096 2.6895 -0.2900 -0.1826 0.0253
H 2.9334 1.6740 -2.3354 0.0794 0.4963 -0.3852
H 2.6453 2.2664 1.1801 -0.1876 0.1545 -0.4423
H 2.0166 -1.9707 3.2198 -0.7721 -0.2077 -0.4937
```
Positions in Å, forces in eV/Å.

Properties
E_LUMO   0.83 eV
Frontier orbital gap   0.3373 Eh
ΔE to the lowest compared entry with this formula, charge and spin   27.9 kcal per mole
Multiplicity   1
SMILES   Cc1ccc(O)cc1.Cc1ccccc1

Below is a 2-piece molecular cluster, C14H16O2 overall at a distorted geometry, with properties calculated with ωB97M-V/def2-TZVPD.

Structure (XYZ):
```
32
Properties=species:S:1:pos:R:3:forces:R:3
C 1.4753 2.6872 1.4493 -1.0675 0.5950 2.3275
C 1.2083 0.6160 0.1155 3.2648 0.5266 -0.4160
C 2.0607 1.5660 0.7141 0.0318 -1.9086 -1.2069
C 1.7253 -0.3441 -0.7665 -1.0745 1.0013 -0.0704
C 3.4947 1.4069 0.5636 -3.8685 2.2061 2.6229
C 3.0806 -0.3757 -0.9168 -0.2924 -0.4095 0.3557
C 3.9248 0.3641 -0.1061 2.6469 -2.0701 -1.6583
O 3.5563 -1.3038 -1.7453 4.2826 -0.8308 -3.7658
H 0.1878 0.6578 0.2078 -2.3784 0.3766 0.4433
H 1.0217 -0.8808 -1.4214 0.6606 -0.1142 0.4864
H 0.5011 2.5269 1.9820 -0.1032 -0.3688 -1.6726
H 1.4024 3.5854 0.8065 0.2781 -0.1045 0.9567
H 4.0731 2.0478 1.2039 0.5822 0.0899 -0.1053
H 4.9726 0.0222 -0.0613 -0.3874 0.4809 -0.2637
H 4.4702 -1.0487 -2.3091 -3.7797 -0.6440 2.7408
H 1.9371 2.7427 2.4540 1.1032 1.1437 -0.7755
C -1.9835 -2.5008 -2.0064 1.3166 0.5625 2.5296
C -3.0672 0.7251 -0.1292 0.4044 0.4267 0.4390
C -2.6981 0.4465 1.1808 -0.4343 0.4682 -2.0754
C -2.8110 -0.1848 -1.1312 -0.7273 -0.4276 -0.0841
C -2.3101 -1.4265 -0.9082 0.9523 -3.7440 1.8985
C -2.4714 -0.8537 1.4197 0.8669 -2.5616 -0.1766
C -2.2062 -1.8335 0.5042 -0.1989 0.9133 -3.2010
O -2.5516 1.3045 2.1898 0.4302 0.8115 1.4844
H -3.5764 1.5839 -0.4555 -0.2495 1.4504 0.1175
H -3.2174 0.0049 -2.0945 0.1022 0.5016 -0.8819
H -2.5307 -1.1910 2.3896 0.2866 -0.4343 2.5191
H -1.9358 0.8555 2.8224 -0.9576 0.7659 -0.5889
H -1.6732 -3.4715 -1.4747 0.2584 1.6141 -0.9791
H -1.2996 -2.0725 -2.7507 0.4026 -0.5153 0.4666
H -1.9637 -2.8512 0.8392 -0.1348 0.5111 -0.4106
H -2.7962 -2.8049 -2.5656 -2.2164 -0.3119 -1.0557
```
Positions in Å, forces in eV/Å.

Properties
E_LUMO   0.74 eV
Frontier orbital gap   0.3231 Eh
ΔE to the lowest compared entry with this formula, charge and spin   64.5 kcal per mole
Multiplicity   1
SMILES   Cc1ccc(O)cc1.Cc1ccc(O)cc1

Below is C14H17BeBr2Cl3NO9P as an isolated structure at a distorted geometry, with properties calculated with ωB97M-V/def2-TZVPD.

Structure (XYZ):
```
48
Properties=species:S:1:pos:R:3:forces:R:3
O 3.4900 -1.2593 -2.6539 -0.0155 0.3232 0.3190
C 3.1111 -0.3783 -1.9625 0.0761 -0.2471 -0.2572
O 2.6150 -0.5244 -0.6941 0.0767 0.0967 -0.0197
C 2.5011 0.8237 -0.2098 0.7515 -0.2535 -0.3781
Br 1.4843 1.0681 1.3630 -0.5071 -0.2740 -0.1778
C 2.0634 1.5128 -1.5091 -0.3304 -0.5319 0.7124
O 0.8595 0.9034 -1.9132 -0.3268 0.5478 0.4558
C -0.1872 1.6295 -2.4861 -0.1337 -0.0677 -0.2660
O -0.1159 2.0748 -3.5815 0.1186 0.2610 -0.0439
C -1.3896 1.6790 -1.6141 0.0023 -0.1476 0.1207
C -2.2363 2.7829 -1.6729 0.0584 -0.1625 -0.1180
C -3.3446 2.8471 -0.8407 0.1431 0.0445 -0.1839
C -3.6063 1.8079 0.0398 -0.0658 -0.0850 0.1502
C -2.7832 0.6866 0.0688 0.1990 0.1829 0.0890
C -1.6608 0.6293 -0.7499 -0.0811 0.0218 0.2071
P 2.0733 3.3636 -1.4066 1.1919 0.5299 -1.2090
O 2.2649 4.0283 -2.6865 -0.2877 -0.4271 0.3425
O 0.7387 3.7424 -0.6222 0.1919 -0.1629 0.2903
O 3.2683 3.5822 -0.3692 -0.3400 -0.0422 0.1575
O 3.0980 0.9619 -2.3148 -0.3437 -0.1614 -0.3184
H 3.5285 1.1147 -0.0015 -0.2216 0.4748 0.3726
H -1.9948 3.5807 -2.3631 -0.0735 0.0188 -0.0222
H -3.9934 3.7109 -0.8959 -0.0279 -0.0173 0.1054
H -4.4590 1.8569 0.7049 -0.0324 0.0150 -0.0314
H -2.9888 -0.1239 0.7557 -0.0411 0.0460 0.0244
H -1.0059 -0.2304 -0.7254 0.0560 0.0151 0.0455
H 0.6326 4.7049 -0.6905 -0.3362 -0.0497 -0.1464
H 3.0013 4.1075 0.3947 0.1706 -0.0892 0.1406
C -3.5213 -4.0667 1.1197 -0.0966 -0.0370 0.0161
C -4.2579 -2.8711 1.4575 0.1250 -0.0576 -0.1484
N -4.8485 -1.9137 1.7241 -0.1343 0.0872 0.0895
H -2.7320 -3.8295 0.4109 0.0176 -0.0095 -0.0069
H -3.0734 -4.4933 2.0129 0.0543 0.0113 -0.0078
H -4.1996 -4.7913 0.6668 -0.0051 0.0231 -0.0221
Be -4.2710 -0.7105 -1.7559 -0.1378 -0.1576 -0.1892
C 5.6632 0.9683 3.0099 0.0318 -0.0578 0.0641
Cl 4.0891 0.3671 3.5462 0.1728 -0.0541 0.1134
Cl 5.5060 2.1993 1.7510 0.0063 0.0105 -0.0424
H 6.1739 1.4042 3.8595 -0.0309 0.0508 0.0007
H 6.2268 0.1362 2.6065 -0.0203 -0.0037 -0.0400
Cl 2.9824 5.8669 -4.5114 0.0708 0.2962 -0.1919
C -0.2713 -6.4272 1.9689 0.0054 0.0733 -0.0950
O -0.9200 -5.5068 1.0899 0.1335 -0.0379 0.0837
H -1.0488 -6.9418 2.5278 -0.0157 -0.0055 -0.0007
H 0.3082 -7.1650 1.4113 -0.0082 -0.0305 0.0234
H 0.3856 -5.9092 2.6706 -0.0035 -0.0242 0.0263
H -0.2345 -5.0523 0.5912 -0.0109 -0.0094 -0.0428
Br -6.9210 -1.9461 2.4791 -0.0259 0.0743 0.0089
```
Positions in Å, forces in eV/Å.

Properties
E_LUMO   -5.44 eV
Frontier orbital gap   0.0392 Eh
Multiplicity   1

Below is a single C14H17BrN2O2 molecule at a distorted geometry, with properties calculated with ωB97M-V/def2-TZVPD.

Structure (XYZ):
```
36
Properties=species:S:1:pos:R:3:forces:R:3
C 2.5265 2.9486 0.3606 0.1663 -0.2719 -0.1105
C 3.2782 1.7282 -0.3443 -1.7555 1.2152 0.0565
C 2.1721 1.0054 -1.2332 1.0298 0.6130 0.8430
N 2.5349 -0.4442 -1.4159 -1.2487 0.1033 -0.0768
C 1.8923 -1.2385 -0.3909 -1.4526 -1.4267 1.7891
C 2.6223 -1.9068 0.7143 -2.1742 0.0985 -0.2637
C 1.9106 -2.6725 1.7519 -0.5255 1.0943 -1.6304
C 0.4349 -2.8138 1.7567 1.3632 1.3535 -1.8200
C -0.2641 -2.1562 0.6783 1.5537 0.2296 -0.4408
C 0.4494 -1.3889 -0.3754 0.1089 -1.2279 1.3528
C -0.6442 -0.8312 -1.3683 2.1080 -1.4364 2.6956
O -0.4847 -0.4078 -2.4803 -0.7856 0.1939 0.5311
N -1.8155 -1.0300 -0.6025 -2.5391 0.5517 -1.1328
C -3.0618 -0.3502 -0.9651 -0.2376 0.0395 -0.4973
C -3.2827 1.0577 -0.2806 -1.3934 -0.1008 0.0541
C -4.2622 1.0202 0.9803 1.3939 0.5067 -0.4365
Br -1.6273 1.9639 0.3005 -0.3237 -0.2821 -0.4712
C -1.8129 -2.0484 0.3787 3.5629 0.1459 0.0790
O -2.7163 -2.6917 0.8334 -0.0440 0.8576 -0.2669
H 1.6641 2.5585 0.9760 0.8952 0.3710 -0.5637
H 2.0916 3.6455 -0.4129 0.5138 -0.6098 0.8049
H 3.2134 3.5163 1.0455 -0.6651 -0.4356 -0.7248
H 3.6470 1.0731 0.4822 -0.0860 0.2741 -0.9848
H 4.0907 2.1518 -0.9836 -0.4081 -0.7119 0.6373
H 1.2046 1.1443 -0.6817 0.6334 -0.3734 -0.5750
H 2.0488 1.5196 -2.2270 0.3214 -0.6503 0.9218
H 2.0715 -0.7161 -2.2947 0.3863 0.0244 0.4301
H 3.7326 -1.7826 0.7227 -1.1410 -0.2667 0.1292
H 2.5567 -3.1326 2.5382 -0.9010 0.3848 -0.6858
H -0.1116 -3.3638 2.5502 0.5493 0.4345 -0.7159
H -3.0578 -0.2014 -2.0794 -0.0276 -0.2185 1.0671
H -3.9258 -1.0117 -0.6703 0.9107 0.6298 -0.4114
H -3.7468 1.7220 -1.0622 0.6831 -0.6111 0.8134
H -3.5925 1.0407 1.8860 -1.0497 -0.3579 -0.7060
H -4.9048 0.1086 0.9414 0.3706 0.8967 0.1583
H -4.8312 1.9840 0.9713 0.2080 -1.0368 0.1510
```
Positions in Å, forces in eV/Å.

Properties
E_LUMO   -0.38 eV
Frontier orbital gap   0.3311 Eh
ΔE to the lowest compared entry with this formula, charge and spin   0.0 kcal per mole
Multiplicity   1
SMILES   CCCNc1cccc2c1C(=O)N(C[C@@H](C)Br)C2=O

Below is C14H17Cl2F9MoO3 as an isolated structure at a distorted geometry, with properties calculated with ωB97M-V/def2-TZVPD.

Structure (XYZ):
```
46
Properties=species:S:1:pos:R:3:forces:R:3
C -2.3621 1.4775 -0.0363 -0.0208 -1.6310 -0.3590
C -2.4679 0.0142 -0.0314 0.8353 1.1526 -0.0178
C -1.8246 -0.4791 -1.2277 0.6396 0.2384 1.2590
C -3.5270 -0.7067 0.6979 -0.4465 0.4588 0.5730
C -1.3750 0.6480 -1.9546 -0.5296 1.9258 0.6230
C -1.6965 1.8387 -1.2163 -0.1565 -1.5396 -1.0094
C -1.4791 3.2202 -1.6690 0.3010 0.5424 0.0645
C -2.9739 2.3941 0.9463 0.1005 0.1975 0.4807
C -1.7042 -1.8774 -1.6932 0.0316 -0.6750 0.0785
C -0.7552 0.6267 -3.2900 0.4324 0.0556 -0.2191
Mo 0.1703 0.0038 0.8376 -1.8785 2.3286 -2.8387
Cl -0.4510 -2.1810 1.0430 0.6274 -0.2000 0.5994
Cl -1.1813 0.3548 2.8234 1.2035 -0.0369 -0.0997
O 0.9266 0.0713 -0.9927 1.0809 -0.4218 1.3957
H -3.8609 -0.0791 1.5411 -0.0261 -0.4021 -0.3215
H -3.1444 -1.6271 1.1190 -0.1072 -0.4652 -0.0024
H -4.4003 -0.8890 0.0265 0.6151 -0.0594 0.4617
H -1.7491 -2.5981 -0.8592 -0.3559 0.4096 -0.5407
H -0.7165 -2.0275 -2.1490 -0.2084 0.0788 -0.0834
H -2.4709 -2.1474 -2.4375 0.1539 0.1626 0.1706
H -0.1848 -0.2924 -3.4376 -0.0659 0.0799 -0.0704
H -0.0645 1.4721 -3.3869 -0.1369 -0.1642 -0.1677
H -1.5132 0.6977 -4.0871 0.1718 0.0017 0.2031
H -0.5750 3.2920 -2.2796 -0.0915 0.1454 0.0261
H -1.3718 3.8695 -0.7923 0.0408 0.0522 -0.2622
H -2.3250 3.5951 -2.2671 0.2162 -0.0992 0.1456
H -3.1116 1.8904 1.9080 -0.0654 0.0697 -0.1860
H -3.9557 2.7606 0.6037 0.2641 -0.0913 0.0370
H -2.3232 3.2583 1.1474 -0.1937 -0.1857 -0.1955
H 1.8915 -0.1406 -1.0534 -0.8310 0.4171 0.2525
O 0.4647 2.0440 1.0851 -0.1256 -2.5383 -0.4413
H 1.0091 2.3137 0.3285 -0.0233 0.0240 0.1365
F 3.1461 -0.4456 3.7108 0.3753 -0.8108 -0.5958
C 3.2662 -1.5768 2.9879 -0.1887 -0.2820 0.5692
F 4.4375 -2.1876 3.3112 -1.1102 0.5463 -0.3094
F 2.2398 -2.3945 3.3613 1.0716 0.8032 -0.2796
C 3.1284 -1.2507 1.4408 0.0443 -0.0638 0.3407
O 2.0298 -0.4272 1.3415 -0.9704 -0.5456 -0.2517
C 4.3384 -0.4168 0.8717 0.5168 0.4612 0.3089
F 5.5383 -0.9816 1.1802 -1.1656 0.9125 -0.4597
F 4.2376 -0.3181 -0.4894 0.2537 0.0083 1.2201
F 4.2977 0.8441 1.3676 0.2578 -1.2081 -0.4348
C 3.1140 -2.6077 0.6177 -0.6862 -0.3179 -0.3046
F 4.3440 -3.1758 0.6307 -1.1257 0.3604 -0.1204
F 2.2241 -3.5013 1.1022 0.9827 0.6613 -0.5086
F 2.7607 -2.3577 -0.6806 0.2934 -0.3560 1.1337
```
Positions in Å, forces in eV/Å.

Properties
E_LUMO (alpha / beta)   -3.09 / -3.05 eV
Frontier orbital gap (alpha / beta)   0.1765 / 0.1761 Eh
Multiplicity   1